Molecular formula: C36H76CaN6O6P2SbSi3
Method: DFT, ωB97M-V/def2-TZVPD

Computed properties:
Orbital gap   7.61 eV

The geometry in ORCA input format:
```
! wB97M-V def2-TZVPD RIJCOSX def2/J DEFGRID3
* xyz 1 1
Sb -3.430 1.369 -2.116
Ca -0.365 0.011 0.126
P 4.136 0.006 1.566
P 1.683 -0.190 3.231
Si -2.153 3.274 0.213
Si -2.895 -1.269 -4.136
Si -5.736 -0.920 -3.034
O 1.411 1.643 -0.440
O 3.539 -0.690 0.421
O 1.057 -2.314 -0.237
O 3.135 0.318 2.811
O 0.666 -0.217 2.153
O 0.605 -0.412 -2.060
N 5.327 -0.887 2.268
N 1.266 0.917 4.364
N -2.302 -1.748 -0.852
N 4.622 1.546 1.250
N -2.375 -0.192 1.504
N 1.962 -1.700 3.828
C 4.732 2.621 2.226
C -3.088 0.810 0.936
C -2.470 1.511 -0.228
C -6.173 -2.543 -3.926
C 0.825 -1.754 -2.491
C -3.586 4.425 0.668
C 1.603 -3.172 0.750
C -2.729 -3.835 0.281
C 5.866 -2.081 1.624
C 1.795 2.821 0.264
C -6.207 0.446 -4.248
C -3.483 -1.836 -1.496
C 2.155 1.209 5.483
C -1.123 3.284 1.808
C -3.876 -0.816 -2.537
C -3.824 -1.020 -5.748
C -4.319 1.164 1.524
C -6.875 -0.864 -1.533
C -3.939 -3.953 -0.389
C -0.137 1.263 4.597
C 5.456 1.725 0.064
C -5.374 2.087 -1.485
C -1.982 -2.711 0.023
C -1.349 -0.243 -4.420
C -2.839 -0.834 2.578
C -4.794 0.494 2.632
C -4.312 -2.948 -1.252
C -1.339 4.261 -1.178
C 1.333 1.821 -1.855
C 1.620 0.488 -2.484
C 3.138 -2.010 4.639
C 1.695 -2.470 -1.493
C -2.445 -3.095 -4.062
C 0.772 -2.438 4.256
C -4.043 -0.542 3.181
C 6.184 -0.288 3.281
H 1.758 -3.530 -1.762
H -0.604 4.236 1.962
H -7.153 0.895 -3.935
H 6.522 1.740 0.312
H -4.170 4.745 -0.198
H -0.066 -2.213 3.598
H 6.030 -2.859 2.375
H -5.743 0.778 3.073
H 4.484 3.568 1.741
H 5.745 2.708 2.631
H -4.379 -1.099 4.044
H -5.256 -3.044 -1.761
H -0.156 -2.218 -2.521
H 6.821 -1.874 1.132
H -6.783 -2.311 -4.804
H 1.015 -3.044 1.655
H -0.214 2.333 4.797
H 2.089 2.538 -2.185
H 4.034 2.470 3.046
H 0.344 2.189 -2.141
H 0.979 -3.508 4.205
H 1.040 3.600 0.187
H -2.209 -1.630 2.965
H -0.687 -0.803 -5.091
H 1.603 0.576 -3.575
H 5.162 -2.446 0.883
H 3.367 -3.071 4.531
H 2.641 -2.906 0.958
H -6.777 -3.194 -3.288
H 0.487 -2.195 5.286
H -1.900 4.139 -2.109
H -5.317 -3.126 -4.271
H 5.206 2.677 -0.412
H -2.385 -4.574 0.991
H 1.922 2.543 1.308
H -0.806 0.011 -3.510
H -5.173 3.105 -1.144
H 1.541 -4.215 0.425
H -6.106 2.139 -2.284
H -3.128 5.328 1.089
H -4.885 1.981 1.105
H -4.750 -1.580 -5.867
H -5.783 1.519 -0.656
H 6.470 -1.045 4.014
H -7.743 -1.500 -1.734
H -3.136 -1.353 -6.533
H 2.600 0.132 -2.152
H 5.658 0.507 3.811
H -1.798 3.146 2.659
H 2.098 2.272 5.723
H 2.747 3.190 -0.128
H 2.968 -1.805 5.701
H -1.388 5.322 -0.913
H -0.297 4.034 -1.402
H -4.585 -4.809 -0.237
H -0.378 2.484 1.857
H -0.734 1.032 3.719
H -6.358 0.026 -5.244
H -1.068 -2.577 0.594
H -1.774 -3.331 -4.893
H 2.707 -2.059 -1.440
H -0.543 0.719 5.457
H 3.188 0.978 5.225
H 3.999 -1.445 4.296
H -7.249 0.138 -1.330
H 1.884 0.643 6.379
H -4.027 0.037 -5.932
H 7.099 0.131 2.851
H 1.255 -1.763 -3.496
H -1.961 -3.401 -3.133
H -5.477 1.252 -4.339
H -3.332 -3.724 -4.174
H -1.617 0.691 -4.920
H -4.273 4.040 1.423
H -6.398 -1.237 -0.624
H 5.266 0.925 -0.650
*
```

These are the Löwdin partial charges, in e, on atoms 1 to 6: atom 1 (Sb): 1.40, atom 2 (Ca): 1.37, atom 3 (P): 0.48, atom 4 (P): 0.48, atom 5 (Si): 0.36, atom 6 (Si): 0.44